(1)
{"formula": "C6H10O", "method": "ωB97M-V/def2-TZVPD", "elements": ["C", "C", "C", "C", "C", "C", "O", "H", "H", "H", "H", "H", "H", "H", "H", "H", "H"], "xyz": [[1.80, 1.18, -0.64], [1.43, -0.21, -1.09], [0.36, 0.81, -0.84], [-0.60, 0.69, 0.31], [-1.61, -0.49, 0.35], [-0.76, -1.01, 1.41], [0.00, 0.12, 1.55], [2.15, 1.30, 0.38], [2.27, 1.86, -1.36], [1.64, -0.49, -2.11], [1.55, -1.01, -0.36], [-0.13, 1.22, -1.72], [-1.03, 1.67, 0.57], [-2.57, -0.13, 0.71], [-1.85, -1.34, -0.32], [-2.32, -2.25, 1.41], [-0.33, -1.93, 1.75]], "relative_energy_ev": 6.351, "energy_ev": -8424.8897, "lumo_ha": [0.0313, -0.0062]}


(2)
{"formula": "C6H9NO2S", "method": "ωB97M-V/def2-TZVPD", "elements": ["C", "C", "C", "C", "N", "C", "S", "C", "O", "O", "H", "H", "H", "H", "H", "H", "H", "H", "H"], "xyz": [[3.49, 1.31, -0.19], [3.00, 0.07, -0.46], [1.66, -0.25, -0.41], [0.49, -0.49, -0.38], [-0.91, -0.78, -0.29], [-1.59, -1.91, -0.89], [-1.76, 0.68, -0.06], [-1.52, 0.85, 1.72], [-1.02, 1.69, -0.71], [-3.08, 0.29, -0.39], [4.60, 1.47, -0.22], [2.76, 1.82, 0.28], [3.59, -0.79, -0.98], [-0.89, -2.71, -0.81], [-2.59, -2.12, -0.36], [-1.83, -1.72, -1.98], [-2.44, 1.10, 2.27], [-1.17, -0.11, 1.90], [-0.80, 1.60, 1.96]], "relative_energy_ev": 4.633, "energy_ev": -22783.7786, "lumo_ha": 0.0264, "smiles": "C=CC#CN(C)S(C)(=O)=O"}


(3)
{"formula": "C5H13N3", "method": "ωB97M-V/def2-TZVPD", "elements": ["H", "N", "C", "C", "N", "C", "C", "C", "H", "H", "H", "H", "H", "H", "H", "H", "H", "N", "H", "H", "H"], "xyz": [[-0.30, 2.53, 0.27], [-0.43, 1.57, 0.57], [-0.18, 0.73, -0.42], [0.51, 1.14, -1.69], [-0.58, -0.58, -0.32], [0.08, -1.56, -1.16], [-1.38, -1.09, 0.72], [-1.91, -0.48, 1.78], [1.46, 0.62, -1.81], [-0.11, 0.94, -2.56], [0.73, 2.21, -1.66], [1.17, -1.49, -1.02], [-0.24, -2.56, -0.88], [-0.16, -1.41, -2.22], [-1.56, -2.14, 0.58], [-2.57, -1.05, 2.41], [-1.80, 0.57, 1.97], [1.82, 0.39, 1.18], [2.67, 0.95, 1.25], [1.97, -0.45, 1.74], [0.81, 1.17, 1.25]], "relative_energy_ev": 2.386, "energy_ev": -9863.9799, "lumo_ha": 0.0349, "smiles": "[H]/N=C(\\C)N(C)C=C.N"}


(4)
{"formula": "C36H64FN9O8S2", "method": "ωB97M-V/def2-TZVPD", "elements": ["F", "C", "C", "S", "C", "C", "C", "C", "S", "C", "C", "C", "C", "C", "C", "N", "H", "H", "H", "H", "H", "H", "H", "H", "C", "N", "C", "C", "O", "H", "H", "H", "H", "H", "H", "H", "C", "N", "C", "C", "O", "H", "H", "H", "H", "H", "H", "H", "C", "N", "C", "C", "O", "H", "H", "H", "H", "H", "H", "H", "C", "N", "C", "C", "O", "H", "H", "H", "H", "H", "H", "H", "C", "N", "C", "C", "O", "H", "H", "H", "H", "H", "H", "H", "C", "N", "C", "C", "O", "H", "H", "H", "H", "H", "H", "H", "C", "N", "C", "C", "O", "H", "H", "H", "H", "H", "H", "H", "C", "N", "C", "C", "O", "H", "H", "H", "H", "H", "H", "H"], "xyz": [[-4.27, 5.65, -2.22], [-3.11, 4.83, -2.71], [-3.29, 3.55, -3.70], [-5.03, 3.01, -4.26], [-1.93, 2.72, -4.21], [-0.41, 3.13, -3.72], [-0.21, 4.41, -2.66], [-1.59, 5.23, -2.21], [-1.28, 6.68, -1.00], [0.08, 5.95, 0.14], [0.13, 6.18, 1.77], [1.37, 5.42, 2.58], [2.52, 4.50, 1.80], [2.44, 4.29, 0.16], [1.21, 5.03, -0.67], [1.17, 4.84, -2.17], [-5.42, 2.10, -3.23], [-2.09, 1.80, -4.95], [0.58, 2.57, -4.03], [-0.71, 6.82, 2.34], [1.50, 5.50, 3.75], [3.41, 3.97, 2.35], [3.21, 3.63, -0.46], [1.89, 4.11, -2.45], [0.17, -1.12, -1.93], [-0.79, -0.64, -2.89], [-1.52, -1.35, -3.79], [-1.34, -2.84, -3.83], [-2.30, -0.77, -4.55], [-0.17, -0.83, -0.93], [1.13, -0.64, -2.13], [0.29, -2.21, -1.97], [-0.97, 0.36, -2.93], [-1.99, -3.27, -4.60], [-0.30, -3.09, -4.08], [-1.62, -3.28, -2.87], [-0.12, -2.68, 3.22], [0.48, -2.01, 2.10], [1.74, -2.16, 1.59], [2.65, -3.15, 2.26], [2.10, -1.50, 0.62], [-1.02, -3.20, 2.86], [-0.42, -1.93, 3.95], [0.55, -3.40, 3.69], [-0.07, -1.32, 1.59], [3.62, -3.16, 1.74], [2.82, -2.87, 3.30], [2.22, -4.16, 2.20], [2.86, -8.91, 0.56], [2.57, -7.57, 0.09], [3.04, -6.39, 0.58], [3.98, -6.42, 1.75], [2.69, -5.33, 0.05], [3.30, -9.47, -0.26], [1.91, -9.38, 0.84], [3.54, -8.91, 1.41], [1.95, -7.46, -0.70], [4.26, -5.40, 2.03], [3.48, -6.88, 2.61], [4.88, -6.97, 1.50], [-4.17, 5.51, 2.94], [-3.76, 5.23, 4.30], [-3.74, 6.08, 5.37], [-4.19, 7.50, 5.15], [-3.36, 5.68, 6.46], [-4.99, 4.83, 2.69], [-3.32, 5.30, 2.29], [-4.49, 6.54, 2.81], [-3.44, 4.30, 4.53], [-4.11, 8.06, 6.09], [-3.55, 7.99, 4.41], [-5.23, 7.52, 4.82], [2.74, -6.32, -7.07], [1.85, -6.40, -5.93], [1.84, -5.64, -4.80], [2.88, -4.57, -4.67], [1.00, -5.85, -3.93], [2.14, -6.13, -7.96], [3.24, -7.29, -7.17], [3.49, -5.54, -6.95], [1.12, -7.11, -5.95], [2.75, -4.05, -3.72], [3.88, -5.01, -4.68], [2.77, -3.84, -5.48], [0.80, 9.55, 6.47], [0.97, 8.28, 5.80], [0.86, 7.03, 6.33], [0.53, 6.90, 7.79], [1.04, 6.04, 5.61], [0.00, 10.09, 5.97], [1.73, 10.11, 6.36], [0.56, 9.44, 7.53], [1.19, 8.28, 4.82], [0.48, 5.84, 8.06], [1.31, 7.37, 8.40], [-0.44, 7.35, 8.00], [0.46, -9.19, -11.87], [1.33, -8.56, -10.91], [1.65, -7.23, -10.79], [1.03, -6.27, -11.77], [2.42, -6.86, -9.91], [-0.34, -9.70, -11.31], [1.04, -9.93, -12.42], [0.02, -8.47, -12.56], [1.79, -9.14, -10.22], [1.37, -5.26, -11.55], [1.32, -6.52, -12.79], [-0.06, -6.29, -11.67], [-3.67, 1.63, 9.66], [-3.00, 1.06, 8.51], [-2.50, 1.70, 7.42], [-2.65, 3.20, 7.35], [-1.96, 1.06, 6.53], [-3.10, 1.37, 10.55], [-4.67, 1.18, 9.73], [-3.77, 2.71, 9.59], [-2.86, 0.06, 8.49], [-2.21, 3.56, 6.42], [-3.71, 3.47, 7.35], [-2.13, 3.67, 8.18]], "energy_ev": -92534.7114, "lumo_ha": 0.0016, "smiles": "Fc1c(S)ccc2c1Sc1ccccc1N2.CNC(C)=O.CNC(C)=O.CNC(C)=O.CNC(C)=O.CNC(C)=O.CNC(C)=O.CNC(C)=O.CNC(C)=O"}